69
Properties=species:S:1:pos:R:3:forces:R:3 method="wB97M-V/def2-TZVPD" total_charge=+2 spin_multiplicity=6 fmax_ha_per_bohr=0.066 e_homo_ha="-0.5106 / -0.5118"
Sm 0.079987 -0.150373 0.994919 -0.7 -0.8 -3.2
P -1.959847 1.707642 0.271342 -0.4 0.8 0.4
P 2.510724 -0.852617 -0.292606 0.7 0.1 0.3
N 1.041607 1.792858 -0.122630 0.3 0.5 0.1
C -0.986718 3.265630 0.260384 0.4 0.2 0.1
H -1.532274 4.025853 -0.320022 0.1 -0.2 0.4
H -0.884119 3.638877 1.290911 -0.1 -0.2 -0.3
C 0.405496 3.104787 -0.352309 0.2 0.1 -0.1
H 0.377769 3.302339 -1.438255 -0.1 -0.1 0.2
H 1.071381 3.877168 0.065529 -0.3 -0.1 -0.1
C 2.422894 1.936349 -0.627330 0.0 0.2 -0.1
H 2.841933 2.858971 -0.194702 0.0 -0.3 -0.1
H 2.386782 2.115853 -1.715765 -0.1 -0.1 0.1
C 3.361533 0.771589 -0.303726 0.0 0.4 0.2
H 3.829023 0.943779 0.678341 -0.1 -0.1 -0.3
H 4.161766 0.750463 -1.059802 -0.1 0.0 0.4
C 3.011670 -1.547815 -1.929887 -0.4 -0.2 -0.1
C 1.993853 -2.589116 -2.408593 0.0 -0.1 -0.2
H 2.264939 -2.913883 -3.422793 -0.1 0.0 0.3
H 0.978317 -2.172853 -2.451578 0.2 -0.1 0.0
H 1.979453 -3.477218 -1.760858 0.1 0.2 -0.2
C 3.293648 -1.674348 1.202545 -0.1 0.0 -0.4
C 2.718624 -3.076880 1.439099 0.1 -0.2 0.1
H 3.237525 -3.540031 2.290890 -0.2 0.1 -0.3
H 2.848052 -3.735482 0.565709 0.0 0.2 0.3
H 1.646391 -3.062211 1.695452 0.2 0.0 -0.1
C -2.769761 1.798332 1.964575 -0.1 0.0 -0.4
C -3.701503 0.606147 2.223975 -0.2 0.0 0.1
H -4.123325 0.697104 3.235818 0.0 -0.1 -0.3
H -3.182463 -0.365090 2.193273 0.0 0.2 0.0
H -4.542177 0.571455 1.511939 0.2 0.1 0.2
C -3.108699 1.999313 -1.148803 0.0 -0.4 -0.2
C -3.634905 0.674511 -1.715770 0.0 0.0 -0.2
H -4.215695 0.883231 -2.625119 0.1 -0.1 0.3
H -4.299570 0.159131 -1.006925 0.1 0.1 -0.1
H -2.816598 -0.003539 -1.993917 -0.2 0.1 0.1
C 0.174839 0.608012 -1.302530 -0.3 -0.7 -2.1
O 0.168435 0.856118 -2.464705 0.3 0.0 2.9
C 4.822161 -1.653407 1.236935 0.2 -0.2 0.3
H 5.269234 -2.253665 0.437282 -0.2 0.2 0.3
H 5.226985 -0.636022 1.186883 -0.1 -0.3 -0.1
H 5.147676 -2.087853 2.192205 0.0 0.1 -0.2
C -3.439210 3.131150 2.304736 -0.2 0.1 0.4
H -3.776208 3.086190 3.349771 0.1 0.1 -0.2
H -2.753507 3.981819 2.221708 -0.2 -0.2 0.0
H -4.323212 3.324692 1.687344 0.3 -0.1 0.2
C -4.237815 2.994567 -0.876950 -0.2 0.1 -0.1
H -4.801719 3.141164 -1.809290 0.2 0.0 0.2
H -4.948491 2.622135 -0.127445 0.2 0.1 -0.2
H -3.865855 3.980270 -0.569880 -0.1 -0.3 0.0
C 4.449295 -2.063092 -2.006800 0.2 -0.1 -0.2
H 4.609880 -2.942336 -1.369310 -0.1 0.2 -0.2
H 4.650943 -2.374294 -3.041785 -0.1 0.1 0.3
H 5.186912 -1.290226 -1.755410 -0.2 -0.2 0.0
H 2.933699 -0.671165 -2.599545 -0.1 -0.2 0.3
H -2.441752 2.444721 -1.909940 -0.1 -0.2 0.3
H 2.944419 -1.024887 2.032451 0.1 -0.1 -0.1
H -1.897474 1.692067 2.641649 -0.1 0.1 -0.1
H 1.036472 1.399214 2.157715 -0.3 -0.9 2.1
H 0.762007 0.833229 2.727234 1.3 2.4 -0.4
N -2.525974 -2.211125 0.273132 0.3 -0.3 0.1
C -2.934490 -3.473503 0.061572 0.7 0.1 0.0
C -1.787913 -4.238186 -0.095584 0.0 -0.2 -0.1
C -0.708373 -3.366335 0.030771 -1.0 0.9 0.3
N -1.161897 -2.102874 0.285234 -0.5 -1.0 -0.2
H -3.125179 -1.399645 0.391049 0.3 -0.2 -0.1
H -3.980237 -3.746387 0.042416 0.1 0.1 0.0
H -1.730326 -5.299242 -0.278789 -0.1 0.1 0.0
H 0.350962 -3.581032 -0.045439 -0.3 0.1 0.0